No. 1
This record from the Open Molecules 2025 dataset describes 8 unconnected molecules or ions with the total composition C27H66BF4NO19P4 in a non-equilibrium geometry. The level of theory is wB97M-V/def2-TZVPD.

The geometry in XYZ format:
```
122
Properties=species:S:1:pos:R:3:mulliken_charge:R:1
C -0.7918 0.6016 -0.7835 -0.843
C -0.8518 -0.1254 -2.2275 1.656
C -2.2928 -0.6044 -2.5045 -0.756
C -3.2488 0.2556 -3.2255 -0.068
C -2.5778 0.9986 -4.4395 -1.061
C -1.2408 1.7116 -4.0325 1.564
N -0.3418 0.8346 -3.2635 0.742
O 0.7702 0.9166 -3.4085 -0.145
C -1.6708 2.9466 -3.1385 -1.353
C -0.5178 2.2716 -5.1905 -2.191
C 0.0482 -1.3664 -2.0365 -1.130
H 0.4172 0.9296 -0.7595 -0.187
H -1.0988 0.0526 0.1445 0.073
H -1.3858 1.4296 -0.5985 0.345
H -2.9178 -1.0044 -1.5945 0.178
H -2.1338 -1.4614 -3.0115 0.878
H -3.4768 0.8986 -2.7555 -0.622
H -4.2698 -0.1864 -3.6605 0.237
H -3.3848 1.7516 -4.8805 0.390
H -2.4688 0.3786 -5.3425 0.369
H -0.8688 3.2696 -2.6015 0.503
H -2.2588 2.5446 -2.2685 -0.235
H -2.1118 3.8496 -3.5255 0.534
H 0.3992 2.7636 -4.9965 0.397
H -1.0308 3.0936 -5.7015 0.448
H -0.2528 1.7626 -6.0035 0.626
H -0.0758 -2.0144 -1.0885 -0.496
H 1.1542 -1.0314 -1.7915 -0.244
H 0.1262 -1.8534 -2.9625 0.949
B 0.3932 -0.6974 3.3935 0.321
F 1.6182 -0.9704 3.8125 -0.261
F -0.4928 -0.2074 4.3895 -0.310
F 0.4482 0.3776 2.4375 -0.326
F -0.2378 -1.7214 2.7685 -0.134
C -1.0728 1.7986 7.0135 -1.007
C -1.4708 3.0336 6.1205 0.496
O -1.2618 4.1406 6.4965 -0.599
C -2.0708 2.7746 4.8425 -0.466
H -0.2998 1.3636 6.5615 0.244
H -2.0488 1.1896 7.4205 0.298
H -0.7498 2.3156 8.0085 0.320
H -2.4318 1.6856 4.8045 0.101
H -1.4168 3.3126 4.1315 0.152
H -2.9998 3.2446 4.7965 0.473
C 2.1692 3.1846 4.1625 -0.892
C 3.6532 2.6956 3.7445 0.666
O 4.4862 3.4956 3.2805 -0.632
C 3.8922 1.1946 3.8065 -0.684
H 1.9232 4.1726 3.6925 0.330
H 1.9152 3.5026 5.1385 0.615
H 1.6452 2.2296 4.0205 0.070
H 4.8932 0.6736 3.7815 0.361
H 3.1852 0.6516 3.3165 -0.205
H 3.8212 1.1036 4.8945 0.395
C 2.8232 -1.2814 0.7405 -1.056
O 3.2072 -1.6344 -0.5785 0.182
P 4.7492 -1.3774 -1.0225 0.922
O 5.5662 -0.8324 -0.0775 -0.758
O 5.3712 -2.8684 -1.1065 -0.424
C 6.5942 -3.1714 -1.5515 -0.653
O 5.1072 -0.8234 -2.5655 -0.388
C 4.0282 -0.9934 -3.6155 -0.385
H 3.4532 -1.9004 1.5415 0.260
H 1.9022 -1.5744 0.9035 0.704
H 3.0102 -0.5114 1.2035 0.184
H 6.9762 -4.2304 -1.8195 0.279
H 7.3312 -2.5824 -0.8025 0.241
H 7.0102 -2.6434 -2.4825 0.209
H 3.9572 -2.0284 -3.5985 0.530
H 4.5662 -0.5164 -4.5975 0.157
H 2.9792 -0.4144 -3.6465 -0.171
C -0.8198 -4.4504 0.4805 -0.610
O -0.8568 -5.8624 0.7225 -0.418
P -2.1308 -6.7384 0.3215 0.946
O -3.1818 -5.8404 -0.0695 -0.634
O -1.7648 -7.7594 -0.7635 -0.219
C -2.1248 -7.4474 -2.1515 -0.581
O -2.7038 -7.5124 1.6415 -0.370
C -3.9148 -8.2504 1.6305 -0.865
H -0.7448 -4.3134 -0.4855 0.399
H 0.1022 -3.9794 1.0375 0.200
H -1.8448 -4.2534 0.8155 0.336
H -1.5758 -6.5554 -2.4455 0.258
H -3.1778 -7.3034 -2.3505 0.295
H -1.6348 -8.3014 -2.9465 0.227
H -3.9698 -8.5844 0.7005 0.344
H -4.6758 -7.8524 1.9155 0.413
H -3.9148 -9.1544 2.2605 0.277
C -5.5098 3.0096 2.3185 -0.748
O -5.4728 1.7336 1.8765 -0.357
P -4.6558 1.2366 0.5315 0.893
O -3.3978 2.0526 0.7295 -0.535
O -4.1828 -0.3314 0.6645 -0.301
C -3.3508 -0.8934 1.6155 -0.300
O -5.3818 1.6396 -0.8185 -0.333
C -5.2638 3.0096 -1.3485 -0.346
H -6.0808 3.6836 1.7805 0.355
H -4.5798 3.5396 2.5515 0.291
H -6.1058 2.9396 3.3045 0.285
H -2.9088 -0.1504 2.3545 0.286
H -2.7118 -1.5234 1.1075 -0.026
H -4.0748 -1.5504 2.1945 0.303
H -4.1328 3.2576 -1.3905 0.208
H -5.7468 3.7906 -0.5545 0.189
H -5.8748 2.9006 -2.3445 0.195
C 5.2442 2.5746 -0.0885 -1.136
O 4.3892 3.3886 -0.8655 -0.315
P 3.1522 2.7236 -1.6245 -0.462
O 3.2452 1.2496 -1.6305 0.929
O 1.8502 3.0266 -0.7125 -0.131
C 1.9482 3.0606 0.6845 -0.842
O 2.7702 3.2706 -2.9725 -0.308
C 3.6212 3.0356 -4.2695 -0.524
H 5.5732 1.9016 -0.6615 0.662
H 4.9612 1.9316 0.6975 0.362
H 6.0242 3.1746 0.4065 0.278
H 2.2612 2.0826 1.2835 0.085
H 1.0552 3.4736 1.0185 0.659
H 2.7662 3.8246 1.1475 0.254
H 4.6482 3.3866 -4.2255 0.398
H 3.1492 3.0026 -5.2035 0.384
H 3.9402 1.9346 -3.9865 -0.066
```

The LUMO energy is -3.1153 eV. As for the energy relative to the best compared isomer or geometry (same formula, charge and spin): 150.5 kcal per mole. As for the total energy: -118156.07722 eV. For the HOMO energy, the calculation gives -8.59 eV. The frontier orbital gap comes out at 0.201 Ha.



No. 2
This record from the Open Molecules 2025 dataset describes 6 unconnected molecules or ions with the total composition C27H66N6O3 in a non-equilibrium geometry. The level of theory is wB97M-V/def2-TZVPD.

The geometry in XYZ format:
```
102
Properties=species:S:1:pos:R:3:mulliken_charge:R:1
C 4.9382 0.0278 -4.3518 -1.321
C 4.2578 0.1971 -3.0244 -0.122
N 3.4103 1.3818 -2.9288 0.560
C 4.0705 2.5806 -3.3478 -0.394
C 5.4057 2.8128 -2.6285 -1.127
C 2.1633 1.2024 -3.6403 -0.802
C 0.9626 1.8698 -3.0892 -0.876
H 5.1451 -0.9964 -4.6622 0.388
H 5.8749 0.5607 -4.5153 0.295
H 4.2754 0.3206 -5.1660 0.311
H 3.6673 -0.6893 -2.7927 -0.058
H 5.0309 0.1744 -2.2563 0.317
H 4.3432 2.6893 -4.3976 0.330
H 3.4065 3.3593 -2.9726 0.346
H 6.1318 2.0505 -2.9107 0.247
H 5.9865 3.7151 -2.8201 0.454
H 5.2019 2.7841 -1.5581 0.083
H 1.9165 0.1654 -3.8676 0.505
H 2.3645 1.5046 -4.6681 0.402
H 0.7205 1.4295 -2.1219 -0.106
H 0.1195 1.9061 -3.7790 0.431
H 1.2197 2.8377 -2.6590 0.241
C -5.8952 -0.4581 3.0388 -1.287
C -6.8274 0.1352 4.1486 -0.534
N -7.5355 1.4182 3.7507 -0.064
C -8.4794 1.8108 4.7917 -0.375
C -8.9451 3.2186 4.7078 -1.428
C -8.1677 1.4132 2.4198 -0.686
C -9.0635 0.2252 2.1236 -1.062
H -5.1411 0.2625 2.7226 0.276
H -6.3697 -0.9264 2.1764 0.321
H -5.4265 -1.3335 3.4885 0.446
H -7.5725 -0.5786 4.4998 0.385
H -6.2598 0.4674 5.0178 0.435
H -9.2791 1.0856 4.9420 0.338
H -7.9411 1.7726 5.7387 0.366
H -9.6792 3.5469 3.9719 0.315
H -9.3345 3.6620 5.6242 0.436
H -8.1246 3.9344 4.6578 0.360
H -7.1985 1.4311 1.9215 0.351
H -8.5417 2.3862 2.1011 0.466
H -8.5880 -0.7403 2.2963 0.264
H -9.4329 0.3227 1.1028 0.361
H -9.9331 0.1785 2.7791 0.303
C 0.1606 -5.2716 0.1333 -1.243
C -0.6778 -4.1092 0.7659 -0.618
N -0.5840 -2.8136 0.0964 0.094
C 0.7252 -2.2218 0.3035 -0.678
C 1.0814 -1.0053 -0.5106 0.009
C -1.7167 -1.8968 0.3412 -0.732
C -1.7925 -1.4058 1.8119 -0.624
H 1.2268 -5.0458 0.1507 0.257
H -0.1444 -5.3811 -0.9075 0.298
H 0.0354 -6.2041 0.6836 0.460
H -1.7372 -4.3378 0.8818 0.521
H -0.3485 -3.9722 1.7959 0.337
H 0.9275 -2.0326 1.3577 0.353
H 1.4740 -2.9681 0.0384 0.273
H 0.9988 -1.2266 -1.5747 0.181
H 0.2970 -0.2587 -0.3862 -0.697
H 2.0720 -0.6073 -0.2905 0.369
H -2.5944 -2.4743 0.0510 0.461
H -1.7629 -1.0381 -0.3286 0.282
H -2.6718 -0.7898 2.0007 0.177
H -0.9225 -0.8135 2.0954 0.170
H -1.7267 -2.2101 2.5446 0.317
C 6.3194 2.6297 1.5164 -0.867
N 5.3134 1.6875 1.9778 0.165
C 4.2864 1.4023 0.9980 -1.001
C 5.6371 0.6452 2.7906 0.034
O 5.2180 -0.5914 2.6527 -0.597
H 5.8664 3.3402 0.8249 0.265
H 7.0357 2.0732 0.9120 0.343
H 6.7753 3.1268 2.3727 0.327
H 3.4888 0.7606 1.3724 0.304
H 3.8659 2.3803 0.7641 0.405
H 4.6244 0.9784 0.0524 0.286
H 6.3752 0.9749 3.5380 0.332
C 3.2621 -6.4195 -3.1854 -1.099
N 3.3558 -5.0478 -3.6742 0.196
C 2.9425 -4.1434 -2.6502 -0.828
C 3.7552 -4.6999 -4.9497 0.013
O 3.9852 -3.5326 -5.3114 -0.555
H 3.2866 -6.4312 -2.0958 0.346
H 4.1700 -6.9217 -3.5195 0.411
H 2.3659 -6.8486 -3.6335 0.310
H 2.8525 -3.1930 -3.1762 0.221
H 2.0290 -4.3814 -2.1051 0.312
H 3.6799 -3.9801 -1.8642 0.306
H 3.8579 -5.5326 -5.6626 0.345
C -0.4695 2.3901 0.8872 -0.937
N -0.2190 3.8019 0.6960 0.216
C -0.6250 4.5346 -0.5252 -0.936
C 0.4335 4.3887 1.6754 0.075
O 0.8230 5.5632 1.5666 -0.635
H 0.1837 1.9056 1.6130 0.359
H -0.3710 1.7920 -0.0188 0.036
H -1.4817 2.2547 1.2682 0.406
H -1.3153 5.3385 -0.2698 0.334
H 0.1258 5.0706 -1.1057 0.299
H -1.1040 3.8678 -1.2421 0.375
H 0.4752 3.7824 2.5935 0.373
```

The LUMO energy is 0.5714 eV. As for the energy relative to the best compared isomer or geometry (same formula, charge and spin): 109.9 kcal per mole. As for the total energy: -44148.61017 eV. For the HOMO energy, the calculation gives -8.34 eV. The frontier orbital gap comes out at 0.327 Ha. As for the SMILES: CCN(CC)CC.CCN(CC)CC.CCN(CC)CC.CN(C)C=O.CN(C)C=O.CN(C)C=O.